(1)
Molecular formula: C11H13Cl4I2O2TeTi
Method: DFT, ωB97M-V/def2-TZVPD

Last column: natural (NBO) charge in e.
Atoms and positions in Å:
Ti 1.201 0.266 -0.858  1.10
Cl -5.493 -2.576 -0.369  0.06
C -4.042 -1.647 -0.433  -0.07
C -4.113 -0.288 -0.749  -0.15
C -2.976 0.490 -0.798  -0.12
Cl -3.087 2.166 -1.172  0.06
C -1.713 -0.063 -0.532  0.43
O -0.642 0.702 -0.533  -0.81
C -1.656 -1.451 -0.263  -0.28
C -0.400 -2.120 -0.152  0.45
O 0.700 -1.583 -0.397  -0.66
C -2.825 -2.233 -0.191  -0.14
H -5.074 0.164 -0.956  0.26
H -0.390 -3.175 0.137  0.19
H -2.760 -3.289 0.031  0.24
I 3.282 -2.645 2.261  0.18
C 4.846 -2.395 0.991  -0.53
I 3.701 0.145 -1.822  -0.29
H 5.045 -3.180 0.283  0.20
H 5.556 -1.621 1.221  0.20
C 1.148 2.863 1.769  -0.88
Te 2.042 0.930 1.787  0.67
C 0.402 0.074 2.831  -0.86
H 0.193 2.823 1.249  0.24
H 1.825 3.555 1.273  0.24
H 1.011 3.181 2.800  0.25
H 0.400 0.460 3.847  0.25
H 0.527 -1.006 2.850  0.24
H -0.519 0.345 2.321  0.23
Cl 0.375 0.577 -3.476  0.09
C 0.756 2.317 -3.414  -0.36
Cl 1.205 2.864 -1.773  0.08
H -0.135 2.860 -3.704  0.25
H 1.609 2.489 -4.061  0.26

Highest occupied orbital energy (spin up / spin down), eV: -10.672 / -11.823
LUMO level (spin up / spin down), eV: -4.2006 / -4.5190
⟨S²⟩: 2.01
2S+1: 3
Energy above the lowest of the compared OMol25 structures with the same formula, charge and spin, kJ/mol: 0.00
Total charge: +1

(2)
Molecular formula: C11H13ClMnO
Method: DFT, ωB97M-V/def2-TZVPD

Last column: natural (NBO) charge in e.
Atoms and positions in Å:
C -2.071 1.079 1.873  -0.44
C -0.652 1.258 1.559  -0.29
C 0.046 0.062 1.914  -0.26
H -0.199 2.179 1.215  0.27
C -0.918 -0.936 2.323  -0.33
C -2.226 -0.321 2.319  -0.26
H -3.160 -0.775 2.691  0.25
H -2.867 1.806 1.763  0.25
H 1.145 -0.106 1.852  0.27
H -0.711 -2.005 2.527  0.25
Mn -1.777 -0.180 0.258  1.42
Cl -1.813 0.991 -1.741  -0.59
C 3.192 -0.046 -3.002  -0.36
C 3.736 -1.033 -2.136  -0.37
C 4.352 -0.367 -1.044  -0.38
H 3.695 -2.109 -2.286  0.17
C 4.194 1.032 -1.236  -0.38
C 3.478 1.230 -2.447  -0.37
H 3.203 2.190 -2.875  0.18
H 2.658 -0.233 -3.929  0.18
H 4.865 -0.842 -0.210  0.17
H 4.564 1.813 -0.576  0.17
C -4.580 -0.869 0.234  -0.25
O -3.254 -1.348 0.211  -0.80
H -5.075 -1.507 0.950  0.16
H -4.996 -1.092 -0.736  0.18
H -4.828 0.131 0.529  0.16

Highest occupied orbital energy (spin up / spin down), eV: -2.334 / -2.334
LUMO level (spin up / spin down), eV: 0.7032 / 1.7613
⟨S²⟩: 6.14
2S+1: 5
Energy above the lowest of the compared OMol25 structures with the same formula, charge and spin, kJ/mol: 0.00
Total charge: -1

(3)
Molecular formula: C11H13ClOSi
Method: DFT, ωB97M-V/def2-TZVPD

Last column: natural (NBO) charge in e.
Atoms and positions in Å:
C -0.063 1.533 -2.717  -0.23
O 0.691 0.926 -1.702  -0.92
Si 0.542 -0.504 -0.900  1.79
Cl 0.781 -2.040 -2.226  -0.38
C -1.383 -0.916 -0.045  -0.33
C -2.088 -2.116 -0.121  -0.27
C -3.473 -1.863 0.289  -0.23
C -3.676 -0.542 0.610  -0.20
C -2.342 0.186 0.424  -0.52
C 1.752 -0.137 0.493  -0.47
C 1.850 -0.749 1.691  -0.17
C 2.790 0.063 2.489  -0.25
C 3.366 0.970 1.752  -0.17
C 2.725 0.987 0.340  -0.49
H -1.091 1.097 -2.533  0.18
H 0.341 1.408 -3.740  0.18
H 0.060 2.553 -2.693  0.18
H -2.000 -3.010 -0.680  0.22
H -4.237 -2.594 0.038  0.21
H -4.542 0.104 0.603  0.22
H -2.258 1.099 -0.192  0.25
H -1.893 0.651 1.411  0.25
H 1.558 -1.631 2.120  0.22
H 2.996 -0.063 3.538  0.21
H 3.973 1.747 2.171  0.21
H 2.208 1.914 0.092  0.25
H 3.414 0.930 -0.512  0.25

SMILES string: CO[Si](Cl)(C1=CC=CC1)C1=CC=CC1
Highest occupied orbital energy, eV: -8.300
LUMO level, eV: 0.6920
Energy above the lowest of the compared OMol25 structures with the same formula, charge and spin, kJ/mol: 82.75

(4)
Molecular formula: C11H13ClSi
Method: DFT, ωB97M-V/def2-TZVPD

Last column: natural (NBO) charge in e.
Atoms and positions in Å:
C 0.698 -2.588 3.004  -0.20
C 0.728 -3.014 1.685  -0.21
C 0.294 -1.296 3.297  -0.23
C 0.346 -2.158 0.669  -0.19
C -0.088 -0.441 2.283  -0.13
C -0.081 -0.861 0.949  -0.53
C 2.623 2.740 -1.506  -0.54
C -2.885 0.170 -2.156  -0.32
C 2.111 1.615 -1.906  -0.16
C -1.826 -0.467 -1.664  -0.70
C -1.145 2.033 0.138  -0.86
Si -0.646 0.281 -0.425  1.42
Cl -2.663 1.976 1.118  -0.09
H 0.988 -3.260 3.798  0.21
H 1.047 -4.020 1.453  0.21
H 0.263 -0.962 4.328  0.22
H 0.379 -2.498 -0.354  0.21
H -0.413 0.560 2.526  0.20
H 3.528 3.174 -1.942  0.20
H 2.197 3.320 -0.703  0.20
H -3.551 -0.281 -2.875  0.20
H -3.146 1.169 -1.845  0.19
H 2.432 0.939 -2.674  0.17
H -1.618 -1.471 -2.014  0.22
H -0.393 2.508 0.758  0.24
H -1.351 2.684 -0.708  0.25

Highest occupied orbital energy (spin up / spin down), eV: -8.635 / -6.894
LUMO level (spin up / spin down), eV: -0.4853 / -0.2349
Energy above the lowest of the compared OMol25 structures with the same formula, charge and spin, kJ/mol: 481.22

(5)
Molecular formula: C11H13ClSi
Method: DFT, ωB97M-V/def2-TZVPD

Last column: natural (NBO) charge in e.
Atoms and positions in Å:
Cl -0.803 2.950 0.846  -0.40
Si -0.523 1.984 -0.904  1.16
C 0.175 0.378 -0.278  -0.62
C -1.115 -0.619 0.459  -0.26
C -1.605 -1.705 -0.463  -0.21
C -3.007 -1.821 -0.290  -0.21
C -3.461 -0.675 0.513  -0.24
C -2.370 0.043 0.825  -0.20
C 1.371 0.367 0.583  -0.32
C 2.444 1.266 -0.079  -0.18
C 3.499 0.567 -0.480  -0.21
C 3.371 -0.883 0.001  -0.24
C 2.167 -1.018 0.642  -0.16
H -1.843 1.744 -1.517  -0.16
H 0.310 2.713 -1.790  -0.18
H 0.351 -0.068 -1.268  0.23
H -0.675 -0.959 1.302  0.24
H -1.163 -2.418 -1.062  0.21
H -3.564 -2.605 -0.638  0.21
H -4.520 -0.310 0.803  0.23
H -2.382 0.912 1.480  0.22
H 1.145 0.569 1.651  0.24
H 2.228 2.290 -0.375  0.21
H 4.228 0.895 -1.094  0.21
H 3.976 -1.725 -0.008  0.22
H 1.765 -1.873 1.140  0.21

SMILES string: Cl[SiH2]C(C1C=CC=C1)C1C=CC=C1
Highest occupied orbital energy, eV: -8.386
LUMO level, eV: 0.6908
Energy above the lowest of the compared OMol25 structures with the same formula, charge and spin, kJ/mol: 317.05

(6)
Molecular formula: C11H13DyF6NO
Method: DFT, ωB97M-V/def2-TZVPD

Last column: Mulliken charge in e.
Atoms and positions in Å:
C -1.117 0.962 -2.859  -0.23
C 0.234 0.966 -3.316  -0.42
C 0.978 1.889 -2.512  -0.67
C 0.061 2.451 -1.546  -0.52
C -1.222 1.852 -1.741  -0.45
Dy 0.366 0.092 -0.836  0.38
N -1.379 -1.159 -0.815  -0.34
C -0.768 -2.294 -1.464  -0.16
C 0.568 -1.919 -2.091  -1.01
H 2.041 2.128 -2.616  0.42
H 0.610 0.394 -4.161  0.41
H 0.311 3.190 -0.783  0.45
H -2.136 2.096 -1.196  0.38
H -1.944 0.411 -3.305  0.33
H 0.519 -1.987 -3.182  0.17
H -1.448 -2.728 -2.208  0.37
H -2.364 -1.278 -0.605  0.05
H 1.385 -2.493 -1.644  0.21
H -0.582 -3.121 -0.744  0.15
C -0.768 -0.794 2.765  -1.79
C 0.291 0.189 2.334  1.34
O 0.033 0.846 1.159  -0.72
C 0.401 1.365 3.381  0.61
F 0.698 0.926 4.632  -0.28
F 1.344 2.275 3.031  -0.25
F -0.798 2.015 3.428  -0.26
C 1.640 -0.584 2.183  0.44
F 1.967 -1.380 3.219  -0.27
F 1.461 -1.442 1.073  -0.17
F 2.695 0.204 1.864  -0.26
H -1.712 -0.257 2.900  0.40
H -0.460 -1.288 3.690  0.40
H -0.905 -1.529 1.965  0.32

Highest occupied orbital energy (spin up / spin down), eV: -3.254 / -3.166
LUMO level (spin up / spin down), eV: 3.0452 / 3.0468
⟨S²⟩: 9.34
2S+1: 6
Total charge: -1

(7)
Molecular formula: C11H13F6LiN4S2Sb
Method: DFT, ωB97M-V/def2-TZVPD

Last column: natural (NBO) charge in e.
Atoms and positions in Å:
Li 0.836 -0.975 -0.699  0.86
C -1.551 -2.151 3.992  -0.62
C -0.460 -1.190 4.444  -0.22
N -0.385 -0.005 3.604  -0.60
C 0.329 0.044 2.427  0.32
S 1.796 -0.916 2.416  0.10
N -0.149 0.899 1.562  -0.46
N 0.460 0.845 0.343  -0.26
C 0.147 1.743 -0.511  0.20
C -0.809 2.869 -0.272  -0.69
C 0.815 1.618 -1.840  0.19
C 0.811 2.673 -2.748  -0.25
C 1.457 2.516 -3.965  -0.16
C 2.086 1.317 -4.242  -0.27
C 2.037 0.317 -3.280  0.07
N 1.423 0.456 -2.116  -0.45
H -1.559 -3.052 4.609  0.20
H -1.391 -2.442 2.953  0.24
H -2.538 -1.689 4.062  0.19
H 0.506 -1.688 4.416  0.22
H -0.618 -0.869 5.477  0.18
H -1.263 0.479 3.473  0.39
H -1.386 2.665 0.625  0.26
H -1.482 2.982 -1.124  0.22
H -0.283 3.818 -0.130  0.22
H 0.313 3.600 -2.503  0.22
H 1.465 3.325 -4.685  0.21
H 2.602 1.146 -5.176  0.21
H 2.517 -0.640 -3.451  0.20
S 4.084 -0.570 0.665  -0.15
C 2.508 -0.986 0.630  -0.60
F 0.088 -2.624 -1.172  -0.71
Sb -1.815 -2.330 -1.289  3.17
F -1.341 -0.706 -2.157  -0.69
F -1.592 -1.402 0.348  -0.69
F -2.154 -3.937 -0.369  -0.68
F -3.645 -1.909 -1.376  -0.68
F -1.858 -3.233 -2.941  -0.68

Highest occupied orbital energy, eV: -3.856
LUMO level, eV: 2.6452
Total charge: -1

(8)
Molecular formula: C11H13InNO7P2S
Method: DFT, ωB97M-V/def2-TZVPD

Last column: Mulliken charge in e.
Atoms and positions in Å:
In -0.207 -0.045 0.422  1.62
C 3.338 -2.379 3.078  -1.79
C 2.638 -1.127 2.598  1.34
O 3.093 0.043 3.257  -0.66
P 2.947 -0.756 0.837  0.65
O 3.881 0.505 0.763  -0.50
O 3.772 -1.976 0.290  -0.52
O 1.782 -0.519 -0.097  -0.59
P 0.819 -1.173 2.924  0.66
O 0.252 -2.221 1.782  -0.55
O 0.514 -1.605 4.280  -0.71
O 0.316 0.178 2.411  -0.57
H 4.419 -2.263 3.036  0.40
H 3.048 -3.230 2.464  0.42
H 3.040 -2.565 4.111  0.44
H 2.795 0.008 4.179  0.40
H 3.996 0.953 1.610  0.40
H 3.957 -1.953 -0.654  0.35
H 0.022 -3.065 2.190  0.33
S -4.281 1.757 -0.176  -0.18
C -4.595 0.078 -0.118  -0.38
C -3.457 -0.670 -0.001  -0.84
C -2.325 0.148 0.028  -0.26
C -2.576 1.492 -0.047  0.19
C -1.583 2.548 -0.031  1.23
C -1.918 3.903 -0.042  -0.83
C -0.908 4.847 -0.051  -0.34
C 0.417 4.426 -0.060  -0.83
C 0.676 3.067 -0.032  -0.01
N -0.298 2.168 -0.016  -0.45
H -5.610 -0.269 -0.165  0.46
H -3.436 -1.745 0.056  0.41
H -2.956 4.196 -0.034  0.36
H -1.149 5.899 -0.049  0.46
H 1.226 5.138 -0.081  0.41
H 1.685 2.668 -0.039  0.47

Highest occupied orbital energy, eV: -11.668
LUMO level, eV: -3.3543
Total charge: +1